(1)
# C9H14S

A 2-piece molecular cluster, C9H14S overall at a distorted geometry (ωB97M-V/def2-TZVPD, the OMol25 dataset).

Geometry (Å):
S1 1.35198 -2.50835 1.32238
C1 0.18898 2.54580 0.61329
C2 -1.09384 2.30495 1.09090
C3 0.14899 0.67067 -2.66385
C4 0.27015 -3.76052 0.61455
C5 -1.66777 1.11180 -0.95071
C6 -1.98900 1.58122 0.32131
C7 0.94677 -0.95826 0.51402
C8 0.51704 2.09043 -0.65344
C9 -0.37267 1.31501 -1.40460
H1 -0.64790 0.09850 -3.14511
H2 -3.01196 1.50375 0.66845
H3 0.89698 -4.38878 -0.00394
H4 0.97471 2.99807 1.21079
H5 -0.54172 -3.48214 -0.06114
H6 0.53083 1.43791 -3.34002
H7 1.80430 -0.30796 0.37546
H8 0.98342 -0.01100 -2.51406
H9 0.16646 -0.45311 1.08498
H10 -2.30764 0.46984 -1.53083
H11 -1.40640 2.62067 2.07607
H12 0.51048 -1.07621 -0.47853
H13 1.44984 2.32621 -1.13329
H14 -0.13606 -4.31270 1.45521

Cartesian forces (eV/Å) of the 6 atoms listed first:
0.4 0.3 0.1
0.3 -0.2 -0.3
0.1 -0.3 0.1
-0.4 0.3 -0.3
0.0 -0.3 -0.5
1.1 -0.2 0.6

Calculated values
LUMO energy ... 0.879 eV
Highest occupied orbital energy ... -0.30140 Ha
SMILES ... Cc1ccccc1.CSC
Energy relative to the best compared isomer or geometry (same formula, charge and spin) ... 0.4530 eV
HOMO-LUMO gap ... 9.081 eV

(2)
# C9H15BCl24N2O6PS2

C9H15BCl24N2O6PS2 as an isolated structure at a distorted geometry (ωB97M-V/def2-TZVPD, the OMol25 dataset).

Geometry (Å):
Cl1 -2.62153 6.22867 -2.46209
Cl2 4.91508 -7.14996 -3.22876
Cl3 3.02836 6.55537 4.57759
Cl4 -3.34693 -1.91285 -5.04116
Cl5 -2.19789 -2.11501 3.96996
Cl6 0.75439 -6.88922 -0.74964
Cl7 2.18471 4.20008 3.10139
Cl8 0.58128 -1.27589 3.84269
Cl9 5.37574 -7.42023 -0.37237
Cl10 -8.82347 -0.60543 -0.29158
Cl11 -5.95873 -1.03873 -0.05810
Cl12 5.68114 2.08115 1.87993
Cl13 -1.41989 -4.08302 -4.89126
Cl14 -0.52324 6.66022 -4.42750
Cl15 -1.10554 -6.80147 1.48059
Cl16 6.67067 2.55504 -0.81068
Cl17 -0.47776 8.11341 -1.90957
Cl18 -0.31830 -4.33826 0.13774
Cl19 5.52267 4.74089 0.72046
Cl20 -7.10971 1.51085 0.72583
Cl21 -4.10018 -4.44264 -3.82128
Cl22 3.68666 -9.33726 -1.75923
Cl23 -0.11151 -4.08231 3.48948
Cl24 4.82087 4.27945 4.33419
S1 -1.22936 0.24338 -0.68850
S2 0.46981 2.40064 -0.44774
P1 2.20873 1.79279 0.64494
O1 -3.89297 1.21547 -1.41566
O2 -0.76942 -0.27737 0.63615
O3 -0.49949 2.94123 0.55122
O4 3.21362 1.02565 -0.49741
O5 -1.49028 -0.93716 -1.58806
O6 0.92727 3.54443 -1.31393
N1 -0.14349 1.23263 -1.48953
N2 -3.22443 1.45798 0.98435
C1 6.45906 3.24564 0.80418
C2 3.13276 4.79196 4.46722
C3 -0.64894 -6.06126 -0.05836
C4 -0.62264 -2.41129 3.22538
C5 -0.90837 6.59208 -2.70269
C6 1.73529 0.48777 1.86930
C7 -2.78378 -3.29058 -4.09240
C8 -7.22396 0.14473 -0.39022
C9 4.21598 -7.65083 -1.68514
B1 -2.91424 1.03502 -0.41174
H1 0.70820 0.61652 2.25130
H2 2.72292 4.37057 5.37770
H3 -2.44730 -2.92010 -3.12784
H4 2.41393 0.42220 2.74504
H5 -3.46356 1.58721 -2.19587
H6 -4.03508 0.94848 1.33442
H7 -1.47910 -6.17122 -0.74623
H8 3.35111 -7.02916 -1.48664
H9 -0.71709 -2.25005 2.15446
H10 -0.32450 5.79247 -2.25215
H11 3.59831 1.77496 -0.96507
H12 7.43864 3.47828 1.20482
H13 1.74196 -0.51590 1.38647
H14 -3.54301 2.42328 0.88007
H15 -7.08349 0.51667 -1.39847

Cartesian forces (eV/Å) of the 6 atoms listed first:
0.1 0.0 0.0
-0.1 0.0 0.1
0.0 0.0 0.1
0.0 -0.1 0.1
0.0 0.0 -0.1
-0.1 -0.1 0.0

Calculated values
Net charge ... -1
LUMO energy ... 1.862 eV
Highest occupied orbital energy ... -0.21289 Ha
HOMO-LUMO gap ... 7.655 eV

(3)
# C9H15BN5O7P2SeSn

C9H15BN5O7P2SeSn as an isolated structure (ωB97M-V/def2-TZVPD, the OMol25 dataset).

Geometry (Å):
Sn1 -0.70675 0.10882 -0.68524
Se1 -5.26266 -2.66868 0.19074
P1 0.05019 -1.39008 2.47654
P2 0.89743 -3.02564 0.20493
O1 0.78655 -4.50711 -0.41333
O2 1.59477 -1.28313 2.75050
O3 -0.55429 -1.43202 3.95298
O4 0.34372 -4.01563 2.64870
O5 0.30551 -2.02970 -0.75793
O6 2.26889 -2.83261 0.77895
O7 -0.57522 -0.29959 1.67169
N1 -0.29121 3.51155 -2.00876
N2 -1.07812 2.48858 -1.62328
N3 -3.03159 -0.88687 -0.54363
N4 1.88098 2.54787 -0.85249
N5 1.54684 1.23364 -0.87714
C1 3.05774 2.70251 -0.22338
C2 2.53299 0.57627 -0.25579
C3 -1.62817 -3.32618 1.43567
C4 3.52202 1.46235 0.17663
C5 -1.00128 4.37773 -2.74946
C6 -3.92744 -1.57977 -0.25590
C7 -0.16424 -3.04464 1.71784
C8 -2.29594 2.72332 -2.12565
C9 -2.30362 3.91794 -2.85140
B1 1.22795 3.73007 -1.65925
H1 2.10114 -1.77068 2.04348
H2 1.82780 3.87047 -2.71453
H3 -1.72843 -4.28159 0.91955
H4 -0.53478 5.26310 -3.15673
H5 1.32975 4.72751 -0.96442
H6 -3.09657 2.01487 -1.94443
H7 1.29778 -4.09316 2.51621
H8 -2.18453 -3.39716 2.37278
H9 -3.12625 4.37487 -3.37842
H10 -1.46440 -1.09275 3.96208
H11 2.48271 -0.50112 -0.14784
H12 3.49230 3.68620 -0.11510
H13 0.04911 -4.55108 -1.04542
H14 -2.07246 -2.54452 0.81964
H15 4.43180 1.23604 0.71062

Cartesian forces (eV/Å) of the 6 atoms listed first:
0.2 -0.1 -0.1
-0.2 -0.2 0.1
0.4 -0.4 0.2
-0.2 -0.1 0.5
-0.2 0.2 -0.2
-0.5 0.4 0.4

Calculated values
Net charge ... -1
LUMO energy ... 2.546 eV
Highest occupied orbital energy ... -0.18997 Ha
Energy relative to the best compared isomer or geometry (same formula, charge and spin) ... 0.0000 eV
HOMO-LUMO gap ... 7.715 eV

(4)
# C9H15ClF2NO10P

A 3-piece molecular cluster, C9H15ClF2NO10P overall (ωB97M-V/def2-TZVPD, the OMol25 dataset).

Geometry (Å):
Cl1 0.07272 -0.08250 -3.49660
P1 -0.65097 2.45226 -0.55045
F1 1.29393 -2.27419 4.40584
F2 -2.31763 -3.48894 -1.33935
O1 1.15113 -4.21238 1.32078
O2 -2.08932 2.55059 -0.32634
O3 0.15770 1.33681 0.26003
O4 -0.78955 -4.21090 0.15887
O5 0.21730 -2.28917 0.63387
O6 1.77752 -0.19758 3.65640
O7 0.22049 3.74843 -0.31709
O8 3.84984 -0.51324 2.92068
O9 3.01038 1.57549 3.02031
O10 -0.25175 2.01802 -2.03373
N1 0.13836 1.67389 1.67779
C1 -1.79881 3.03549 -4.13358
C2 -2.09117 1.62568 -3.62839
C3 3.38327 -1.80053 3.34263
C4 2.90728 0.40589 3.19776
C5 -1.73369 -3.19925 -0.15612
C6 -1.05400 1.03467 -2.66862
C7 0.28285 -3.63764 0.75388
C8 -0.87008 -1.95272 -0.22834
C9 1.88302 -1.59116 3.39895
H1 -2.16035 0.94768 -4.47923
H2 -2.71815 3.48040 -4.51414
H3 -1.53491 0.42871 -1.90245
H4 -1.06945 3.02742 -4.94362
H5 -2.50160 -3.18623 0.61919
H6 3.69603 -2.55650 2.62997
H7 -3.05718 1.59864 -3.12203
H8 1.35856 -1.79629 2.46962
H9 1.10799 1.91930 1.87386
H10 -1.35156 -1.04306 0.11857
H11 -0.27592 4.55529 -0.49120
H12 -0.03571 0.77769 2.12140
H13 -0.49458 -1.82331 -1.24622
H14 3.76825 -2.02086 4.33941
H15 -1.43024 3.68410 -3.34231

Cartesian forces (eV/Å) of the 6 atoms listed first:
0.1 0.0 -0.1
0.3 -0.3 -0.1
0.1 0.0 0.1
0.1 0.0 -0.1
0.0 0.0 0.0
-0.1 0.1 0.0

Calculated values
LUMO energy ... 0.410 eV
Highest occupied orbital energy ... -0.39095 Ha
SMILES ... CC[C@@H](Cl)O[P@](=O)(O)ON.O=C1OC[C@@H](F)O1.O=C1OC[C@@H](F)O1
HOMO-LUMO gap ... 11.048 eV

highest occupied orbital energy of number 2 (C9H15BCl24N2O6PS2)? -0.21289 Ha